# 1
Formula: C2H4FNO
Source: the Open Molecules 2025 dataset
Level of theory: ωB97M-V with the def2-TZVPD basis set

Results
Energy relative to the best compared isomer or geometry (same formula, charge and spin)   77.8 kcal/mol
Total charge   0
Kohn-Sham gap   10.64 eV

Geometry as XYZ:
```
9
Properties=species:S:1:pos:R:3:nbo_charge:R:1
C -0.6549 -1.6741 -2.1270 0.505
C -0.0488 1.1883 0.5670 -0.459
N 0.2899 -0.0750 1.1600 -0.225
O -0.0957 -2.5283 -2.6007 -0.508
F -0.3575 -1.1400 0.5602 -0.276
H 1.2488 -0.3549 0.9950 0.336
H -1.1053 1.2112 0.3163 0.225
H 0.2136 1.8654 1.5331 0.222
H 0.5099 1.5074 -0.4039 0.180
```

# 2
Formula: C3H9NO2S
Source: the Open Molecules 2025 dataset
Level of theory: ωB97M-V with the def2-TZVPD basis set

Results
Energy relative to the best compared isomer or geometry (same formula, charge and spin)   21.0 kcal/mol
Total charge   0
Kohn-Sham gap   9.30 eV

Geometry as XYZ:
```
16
Properties=species:S:1:pos:R:3:nbo_charge:R:1
C -0.2600 1.7700 1.6218 -0.779
S -1.3407 0.7051 0.7237 0.272
C -0.4790 -0.8481 0.7590 -0.656
C 0.7237 -1.0725 -0.1801 0.656
N 1.7776 -1.6305 0.3912 -0.811
O 0.6215 -0.8426 -1.3878 -0.636
H -0.8056 2.7227 1.7280 0.243
H 0.6157 1.9365 0.9722 0.218
H 0.0953 1.4551 2.6174 0.214
H -0.1051 -0.9743 1.7933 0.202
H -1.2007 -1.6637 0.5602 0.260
H 1.8249 -1.8747 1.3835 0.405
H 2.6312 -1.6123 -0.1723 0.413
O -1.2971 1.0191 -3.7247 -0.955
H -0.7620 0.4807 -3.0985 0.490
H -2.0398 0.4293 -3.9869 0.464
```

Among the records above, which one has the highest Kohn-Sham gap? C2H4FNO